(A)
ORCA calculation (wB97M-V/def2-TZVPD) on a 2-piece molecular cluster, C4H8NO3 overall.

Positions of all 16 atoms, in Å:
C -2.037 -0.523 -0.176
C -1.206 0.543 -0.920
C 0.181 0.647 -0.320
O 0.880 1.497 -1.156
N -3.323 -0.911 -0.677
C 3.553 -0.220 1.567
O 4.858 -0.383 1.496
O 2.581 -1.049 1.497
H -2.043 0.014 0.878
H -1.211 -1.259 0.061
H -1.847 1.438 -0.958
H -1.121 0.313 -1.984
H 0.142 1.204 0.684
H 0.605 -0.294 -0.286
H -3.191 -1.885 -1.039
H 3.179 0.867 1.333

Properties
**Net charge**: -1
**E_HOMO**: -4.120 eV
**Frontier orbital gap**: 3.1 eV
**Molar mass**: 118.11 g mol⁻¹
**LUMO energy**: -0.039 Ha

---

(B)
ORCA calculation (wB97M-V/def2-TZVPD) on a 2-piece molecular cluster, C4H8NO3 overall.

Positions of all 16 atoms, in Å:
C -1.417 -1.869 1.163
C -0.236 -2.275 0.310
O 0.179 -3.421 0.381
N 0.321 -1.312 -0.447
H 0.951 -1.447 -1.232
H -0.049 -0.373 -0.464
H -2.049 -1.086 0.740
H -1.011 -1.488 2.104
H -2.078 -2.705 1.372
C 1.429 2.355 -0.346
C -0.054 2.107 -0.840
O -0.335 1.162 -1.621
O -0.844 2.954 -0.357
H 1.440 2.165 0.722
H 1.551 3.411 -0.590
H 2.202 1.820 -0.895

Properties
**Net charge**: -1
**E_HOMO**: -4.462 eV
**Frontier orbital gap**: 8.2 eV
**Molar mass**: 118.11 g mol⁻¹
**LUMO energy**: 0.138 Ha

---

Stability ranking, top entry: (B); the second entry is 0.3178 hartree less favorable.

---

(A)
ORCA calculation (wB97M-V/def2-TZVPD) on one molecule with the formula C2HNO2.

Positions of all 6 atoms, in Å:
N 1.950 0.077 -0.721
C 0.836 0.244 -0.460
C -0.566 0.349 -0.061
O -1.382 1.041 -0.510
O -0.847 -0.617 0.832
H 0.008 -1.093 0.920

Properties
**E_HOMO**: -12.269 eV
**Frontier orbital gap**: 12.1 eV
**Molar mass**: 71.03 g mol⁻¹
**LUMO energy**: -0.007 Ha
**SMILES**: N#CC(=O)O

---

(B)
ORCA calculation (wB97M-V/def2-TZVPD) on C2HNO2 as an isolated structure.

Positions of all 6 atoms, in Å:
C -0.288 0.587 0.408
C 0.629 -0.299 -1.191
N -0.131 -0.224 1.289
O -0.680 1.539 -0.156
O -0.196 -0.696 -1.838
H 0.666 -0.906 1.487

Properties
**E_HOMO**: -11.112 eV
**Frontier orbital gap**: 11.2 eV
**Molar mass**: 71.03 g mol⁻¹
**LUMO energy**: 0.005 Ha

---

Stability ranking, top entry: (A); the second entry is 0.0174 hartree less favorable.

---

(A)
ORCA calculation (wB97M-V/def2-TZVPD) on one molecule with the formula C6H8.

Positions of all 14 atoms, in Å:
C -0.146 0.033 -1.391
C 0.384 -1.146 -1.756
C -0.188 -2.342 -1.084
C -0.008 -2.521 0.328
C -1.454 -1.475 0.003
C -1.299 -0.054 -0.416
H 0.090 0.965 -1.910
H 1.119 -1.246 -2.558
H -0.495 -3.195 -1.694
H 0.681 -1.865 0.868
H -0.224 -3.493 0.773
H -2.362 -1.998 -0.323
H -1.047 0.413 0.565
H -2.216 0.412 -0.816

Properties
**E_HOMO**: -8.033 eV
**Frontier orbital gap**: 9.3 eV
**Molar mass**: 80.13 g mol⁻¹
**LUMO energy**: 0.045 Ha
**SMILES**: C1=C[C@H]2C[C@H]2C1

---

(B)
ORCA calculation (wB97M-V/def2-TZVPD) on one molecule with the formula C6H8.

Positions of all 14 atoms, in Å:
C 1.553 -0.011 0.431
C 2.326 0.278 1.475
C -0.505 -0.220 -0.831
C 0.201 0.390 0.146
C -2.011 -0.515 -0.426
C -1.823 0.076 -1.716
H 1.926 -0.809 -0.221
H 2.218 1.208 2.021
H 3.079 -0.395 1.858
H -0.056 -1.098 -1.264
H -0.103 1.356 0.570
H -2.367 -1.535 -0.486
H -2.345 0.158 0.364
H -2.091 1.116 -1.921

Properties
**E_HOMO**: -7.126 eV
**Frontier orbital gap**: 6.2 eV
**Molar mass**: 80.13 g mol⁻¹
**LUMO energy**: -0.034 Ha

---

Stability ranking, top entry: (A); the second entry is 0.0997 hartree less favorable.

---

(A)
ORCA calculation (wB97M-V/def2-TZVPD) on one molecule with the formula C6H13NO.

Positions of all 21 atoms, in Å:
C 0.657 -1.398 -2.843
N 1.582 -0.607 -2.037
C 0.979 0.062 -0.905
C 0.904 -0.786 0.424
C -0.508 -0.914 1.009
C -1.408 0.305 0.997
C -0.929 1.458 1.836
O -1.581 2.416 2.149
H -0.263 -0.853 -3.041
H 1.144 -1.652 -3.786
H 0.411 -2.369 -2.383
H 2.370 -1.182 -1.780
H 0.027 0.480 -1.200
H 1.581 0.930 -0.646
H 1.474 -1.709 0.326
H 1.471 -0.197 1.102
H -0.403 -1.223 2.053
H -0.993 -1.808 0.615
H -1.649 0.742 0.023
H -2.361 -0.040 1.361
H 0.137 1.384 2.151

Properties
**E_HOMO**: -8.617 eV
**Frontier orbital gap**: 9.6 eV
**Molar mass**: 115.18 g mol⁻¹
**LUMO energy**: 0.035 Ha
**SMILES**: CNCCCCC=O

---

(B)
ORCA calculation (wB97M-V/def2-TZVPD) on one molecule with the formula C6H13NO.

Positions of all 21 atoms, in Å:
C 1.248 -1.063 1.913
C 0.237 0.093 1.823
C 0.015 0.816 0.517
O -0.420 1.951 0.545
N 0.380 0.233 -0.691
C 0.170 1.096 -1.846
C -0.027 -1.148 -0.926
C -1.547 -1.328 -1.054
H 0.801 -2.022 1.677
H 1.677 -1.092 2.913
H 2.101 -0.900 1.248
H -0.724 -0.247 2.220
H 0.542 0.869 2.513
H 0.668 0.642 -2.707
H 0.659 2.050 -1.690
H -0.879 1.299 -2.034
H 0.451 -1.491 -1.847
H 0.370 -1.791 -0.152
H -1.904 -2.315 -0.771
H -1.853 -1.193 -2.089
H -2.093 -0.548 -0.517

Properties
**E_HOMO**: -9.223 eV
**Frontier orbital gap**: 10.2 eV
**Molar mass**: 115.18 g mol⁻¹
**LUMO energy**: 0.036 Ha
**SMILES**: CCC(=O)N(C)CC

---

(C)
ORCA calculation (wB97M-V/def2-TZVPD) on one molecule with the formula C6H13NO.

Positions of all 21 atoms, in Å:
C -0.769 -1.920 -1.732
C -0.099 -0.591 -2.149
C 0.401 0.176 -0.935
N -0.704 0.693 -0.167
C -0.631 1.299 1.144
C 0.754 1.306 1.820
C 1.152 0.006 2.440
O 0.998 -0.199 3.621
H -1.500 -1.727 -0.939
H -1.359 -2.317 -2.557
H -0.102 -2.644 -1.267
H -0.874 -0.046 -2.691
H 0.716 -0.896 -2.800
H 0.907 -0.596 -0.322
H 1.234 0.875 -1.099
H -1.609 0.639 -0.587
H -0.893 2.362 1.071
H -1.365 0.775 1.766
H 1.458 1.520 1.004
H 0.738 2.117 2.538
H 1.549 -0.834 1.840

Properties
**E_HOMO**: -8.263 eV
**Frontier orbital gap**: 9.2 eV
**Molar mass**: 115.18 g mol⁻¹
**LUMO energy**: 0.036 Ha
**SMILES**: CCCNCCC=O

---

(D)
ORCA calculation (wB97M-V/def2-TZVPD) on a 2-piece molecular cluster, C6H13NO overall.

Positions of all 21 atoms, in Å:
C 2.268 -1.042 0.858
C 1.224 -0.818 0.057
C -0.226 -0.990 0.190
C -0.883 -1.457 1.257
N -0.256 -2.088 2.341
C -1.005 -0.224 -0.860
C -0.984 1.290 -0.448
H 3.318 -1.180 0.638
H 2.131 -1.278 1.911
H 1.573 -0.591 -0.953
H -1.950 -1.643 1.231
H -0.341 -1.652 3.251
H 0.745 -2.194 2.249
H -0.641 -0.269 -1.884
H -2.054 -0.510 -0.833
H -1.732 1.713 -1.121
H -0.071 1.701 -0.882
H -0.947 1.487 0.608
O -0.413 3.358 -2.711
H 0.423 3.806 -2.723
H -0.178 2.580 -2.176

Properties
**E_HOMO**: -8.143 eV
**Frontier orbital gap**: 9.0 eV
**Molar mass**: 115.18 g mol⁻¹
**LUMO energy**: 0.032 Ha
**SMILES**: C=C/C(=C\N)CC.O

---

Stability ranking, top entry: (B); the second entry is 0.0450 hartree less favorable.

---

(A)
ORCA calculation (wB97M-V/def2-TZVPD) on one molecule with the formula C4H9NO2.

Positions of all 16 atoms, in Å:
C 0.605 1.781 -1.173
C 0.343 0.360 -0.687
O 1.610 -0.213 -0.502
C -0.484 0.382 0.607
N -1.066 -0.897 1.018
C -0.530 -2.135 0.969
O 0.527 -2.471 0.458
H -0.310 2.308 -1.463
H 1.275 1.723 -2.035
H 1.117 2.356 -0.392
H -0.245 -0.184 -1.450
H 1.462 -1.136 -0.224
H 0.141 0.791 1.412
H -1.336 1.057 0.474
H -1.926 -0.838 1.539
H -1.184 -2.883 1.451

Properties
**E_HOMO**: -9.912 eV
**Frontier orbital gap**: 10.5 eV
**Molar mass**: 103.12 g mol⁻¹
**LUMO energy**: 0.023 Ha
**SMILES**: C[C@@H](O)CNC=O

---

(B)
ORCA calculation (wB97M-V/def2-TZVPD) on C4H9NO2 as an isolated structure.

Positions of all 16 atoms, in Å:
C 1.783 -0.328 -1.670
N 1.916 0.648 -0.649
C 1.771 1.292 0.306
O -0.099 0.735 1.496
C -1.184 0.850 0.586
C -1.732 -0.548 0.222
O -0.649 -1.430 0.008
H 0.895 -0.925 -1.434
H 1.677 0.181 -2.629
H 2.683 -0.944 -1.678
H 0.751 1.423 1.316
H -1.996 1.441 1.030
H -0.881 1.343 -0.352
H -2.382 -0.937 1.021
H -2.335 -0.515 -0.698
H -0.042 -1.156 0.719

Properties
**E_HOMO**: -9.767 eV
**Frontier orbital gap**: 10.6 eV
**Molar mass**: 103.12 g mol⁻¹
**LUMO energy**: 0.031 Ha

---

Stability ranking, top entry: (A); the second entry is 0.1045 hartree less favorable.

---

(A)
ORCA calculation (wB97M-V/def2-TZVPD) on one molecule with the formula C4H9NO2.

Positions of all 16 atoms, in Å:
C -1.976 -0.313 -0.212
C -0.816 0.572 -0.664
C 0.433 0.352 0.132
N 1.098 1.419 0.833
C 1.065 -0.836 0.160
O 0.615 -1.911 -0.503
O 2.297 -0.973 0.721
H -2.908 -0.026 -0.698
H -2.111 -0.234 0.865
H -1.777 -1.351 -0.455
H -1.103 1.622 -0.570
H -0.592 0.294 -1.746
H 1.439 2.132 0.185
H 0.445 1.882 1.468
H 1.400 -2.508 -0.659
H 2.492 -0.121 1.144

Properties
**E_HOMO**: -7.866 eV
**Frontier orbital gap**: 8.7 eV
**Molar mass**: 103.12 g mol⁻¹
**LUMO energy**: 0.030 Ha
**SMILES**: CCC(N)=C(O)O

---

(B)
ORCA calculation (wB97M-V/def2-TZVPD) on one molecule with the formula C4H9NO2.

Positions of all 16 atoms, in Å:
C -1.669 -1.486 -0.007
C -0.746 -0.399 -0.549
O -1.441 0.740 -0.968
C 0.203 -0.015 0.645
N 1.128 1.064 0.352
C 2.424 1.007 -0.225
O 3.061 0.003 -0.152
H -2.303 -0.874 0.630
H -1.336 -2.394 0.488
H -2.284 -1.805 -0.858
H -0.022 -0.715 -1.316
H -0.975 1.519 -0.627
H -0.495 0.323 1.421
H 0.783 -0.880 0.968
H 1.035 1.926 0.865
H 2.638 1.985 -0.667

Properties
**E_HOMO**: -9.658 eV
**Frontier orbital gap**: 10.4 eV
**Molar mass**: 103.12 g mol⁻¹
**LUMO energy**: 0.027 Ha
**SMILES**: C[C@@H](O)CNC=O

---

Stability ranking, top entry: (A); the second entry is 0.0068 hartree less favorable.

---

(A)
ORCA calculation (wB97M-V/def2-TZVPD) on a 2-piece molecular cluster, C4H9NO2 overall.

Positions of all 16 atoms, in Å:
H 0.360 -1.055 1.018
N 1.045 -0.772 0.310
C 0.536 0.113 -0.439
C -0.860 0.661 -0.311
O -1.511 0.012 0.745
C -2.787 0.539 1.009
H 1.152 0.520 -1.249
H -0.805 1.751 -0.140
H -1.398 0.516 -1.264
H -2.728 1.595 1.312
H -3.444 0.461 0.130
H -3.214 -0.045 1.828
C 3.401 -1.052 -0.805
O 3.444 -0.086 -1.531
H 2.981 -2.020 -1.135
H 3.814 -1.041 0.220

Properties
**E_HOMO**: -9.552 eV
**Frontier orbital gap**: 10.4 eV
**Molar mass**: 103.12 g mol⁻¹
**LUMO energy**: 0.032 Ha
**SMILES**: [H]/N=C\COC.C=O

---

(B)
ORCA calculation (wB97M-V/def2-TZVPD) on a 2-piece molecular cluster, C4H9NO2 overall.

Positions of all 16 atoms, in Å:
C -1.113 1.332 -0.691
C -0.301 0.582 0.358
C -0.835 -0.845 0.511
O -0.102 -1.599 1.451
N 1.101 0.547 -0.079
C 2.305 -1.409 -1.220
O 2.241 -2.094 -0.304
H -0.767 2.369 -0.781
H -2.173 1.352 -0.420
H -1.009 0.849 -1.671
H -0.415 1.079 1.337
H -1.871 -0.812 0.874
H -0.849 -1.329 -0.481
H 0.720 -1.867 1.020
H 1.339 1.377 -0.609
H 1.730 0.467 0.706

Properties
**E_HOMO**: -9.405 eV
**Frontier orbital gap**: 10.5 eV
**Molar mass**: 103.12 g mol⁻¹
**LUMO energy**: 0.039 Ha

---

Stability ranking, top entry: (B); the second entry is 0.0480 hartree less favorable.

---

(A)
ORCA calculation (wB97M-V/def2-TZVPD) on one molecule with the formula C4H9NO2.

Positions of all 16 atoms, in Å:
C -0.702 -0.890 1.465
C -0.337 0.014 0.295
C 0.646 1.110 0.705
O 0.934 2.031 -0.317
N 0.183 -0.807 -0.799
C 0.071 -0.448 -2.095
O -0.351 0.635 -2.476
H -1.389 -1.681 1.147
H -1.188 -0.312 2.256
H 0.195 -1.359 1.891
H -1.240 0.502 -0.093
H 0.221 1.641 1.572
H 1.580 0.632 1.043
H 0.437 1.787 -1.117
H 0.594 -1.703 -0.579
H 0.388 -1.237 -2.799

Properties
**E_HOMO**: -10.004 eV
**Frontier orbital gap**: 10.8 eV
**Molar mass**: 103.12 g mol⁻¹
**LUMO energy**: 0.028 Ha
**SMILES**: C[C@@H](CO)NC=O

---

(B)
ORCA calculation (wB97M-V/def2-TZVPD) on one molecule with the formula C4H9NO2.

Positions of all 16 atoms, in Å:
C -1.691 -0.132 -1.944
N -0.748 -0.103 -0.839
C -1.220 -0.084 0.334
O -0.490 -0.112 1.451
C 0.881 -0.545 1.358
C 1.870 0.551 0.996
O 1.859 0.947 -0.348
H -1.871 0.883 -2.316
H -1.262 -0.718 -2.762
H -2.660 -0.579 -1.676
H -2.287 -0.047 0.578
H 1.101 -0.913 2.364
H 0.937 -1.373 0.642
H 1.701 1.404 1.675
H 2.870 0.153 1.227
H 1.010 0.668 -0.739

Properties
**E_HOMO**: -9.912 eV
**Frontier orbital gap**: 10.9 eV
**Molar mass**: 103.12 g mol⁻¹
**LUMO energy**: 0.036 Ha
**SMILES**: C/N=C/OCCO

---

(C)
ORCA calculation (wB97M-V/def2-TZVPD) on a 2-piece molecular cluster, C4H9NO2 overall.

Positions of all 16 atoms, in Å:
H -1.035 -1.862 -0.722
N -1.193 -0.904 -0.416
C -0.509 -0.576 0.611
C -0.707 0.817 1.169
O -2.024 0.843 1.670
H 0.125 -1.274 1.162
H -0.024 1.018 2.002
H -0.546 1.588 0.395
H -2.576 0.655 0.896
C 1.574 0.053 -0.554
C 0.341 0.129 -1.518
O -0.216 1.151 -1.840
H 1.947 -0.968 -0.378
H 1.611 0.586 0.406
H 2.262 0.573 -1.208
H 0.308 -0.810 -2.104

Properties
**E_HOMO**: -9.672 eV
**Frontier orbital gap**: 10.4 eV
**Molar mass**: 103.12 g mol⁻¹
**LUMO energy**: 0.029 Ha
**SMILES**: [H]/N=C/CO.CC=O

---

(D)
ORCA calculation (wB97M-V/def2-TZVPD) on one molecule with the formula C4H9NO2.

Positions of all 16 atoms, in Å:
C -0.368 -0.631 -1.928
C 0.165 0.447 -1.013
C -0.559 0.969 0.291
N -0.520 0.046 1.439
C 0.540 -0.442 2.175
O 0.530 -0.462 3.423
O 1.427 -1.120 1.442
H -0.151 -1.670 -1.617
H 0.003 -0.601 -2.946
H -1.460 -0.497 -2.088
H 0.278 1.370 -1.623
H 1.264 0.157 -0.721
H -0.123 1.949 0.607
H -1.572 1.099 -0.079
H -1.397 0.074 1.880
H 1.943 -0.688 0.758

Properties
**E_HOMO**: -9.535 eV
**Frontier orbital gap**: 10.2 eV
**Molar mass**: 103.12 g mol⁻¹
**LUMO energy**: 0.023 Ha
**SMILES**: CCCNC(=O)O

---

Stability ranking, top entry: (A); the second entry is 0.0329 hartree less favorable.